No. 1
An isolated molecule of C6H7ClO6. Source: the OMol25 dataset; level of theory: ωB97M-V/def2-TZVPD.

The spin multiplicity is 3. The expectation value of S² is 2.007. As for the LUMO energy (spin up / spin down): 0.00393 / -0.05202 Ha. For the gap between HOMO and LUMO (spin up / spin down), the calculation gives 4.57 / 7.64 eV.

Cartesian coordinates (Å):
C  -1.1168  1.2002  0.1606
C  -2.3439  0.5452  0.3394
C  -0.1488  0.2294  0.0693
C  -2.0365  -0.8271  0.3710
C  2.1323  -0.8667  -0.5529
C  1.4573  0.4320  0.0128
O  -0.6995  -1.0085  0.2013
O  -0.8674  2.5053  0.1515
O  -3.5509  1.1845  0.4920
O  -2.8824  -1.8693  0.5063
O  2.3950  -1.8875  0.4130
O  1.7749  1.5308  -0.7577
Cl  1.9716  0.7080  1.6675
H  1.3902  -1.2111  -1.2933
H  3.1997  -0.4978  -0.9846
H  -1.7019  2.9583  0.1885
H  -4.0486  0.5043  0.9969
H  -2.4776  -2.8399  0.6234
H  2.2746  -1.4024  1.2879
H  0.9361  2.0460  -0.8319

***

No. 2
A cluster of 2 separate species, C6H7F in total. Source: the OMol25 dataset; level of theory: ωB97M-V/def2-TZVPD.

The energy relative to the best compared isomer or geometry (same formula, charge and spin) comes out at 125.04 kcal per mole. As for the LUMO energy (spin up / spin down): -0.00347 / -0.00342 Ha. For the gap between HOMO and LUMO (spin up / spin down), the calculation gives 8.37 / 8.37 eV.

Cartesian coordinates (Å):
C  -0.4337  0.4147  0.1673
C  2.5296  2.0730  0.2837
C  -0.6411  -2.3295  -0.7227
C  -1.7176  -1.6165  -0.2856
C  -1.2823  -0.5081  0.5099
C  0.3221  1.4804  -0.0087
F  3.3309  0.9965  0.6737
H  -0.6162  -3.3281  -1.1069
H  0.3188  -1.9645  -0.4188
H  -2.7518  -1.9791  -0.4989
H  -1.7028  -0.6530  1.4991
H  3.0201  2.4348  -0.5943
H  -0.1979  2.4101  -0.3309
H  2.3546  2.7472  1.2169

***

No. 3
An isolated molecule of C6H7FN2O3. Source: the OMol25 dataset; level of theory: ωB97M-V/def2-TZVPD.

As for the structure (SMILES): CN1C(=O)NC(=O)[C@](C)(F)C1=O. The energy relative to the best compared isomer or geometry (same formula, charge and spin) comes out at 0.00 kcal per mole. As for the LUMO energy: -0.00092 Ha. For the gap between HOMO and LUMO, the calculation gives 10.50 eV.

Cartesian coordinates (Å):
C  -1.5464  1.0192  -0.2978
C  0.8243  -0.0649  -0.1651
C  -0.9124  -0.7227  1.4398
C  -0.2717  0.5916  -1.1232
C  0.5211  1.6386  -1.8827
C  1.3107  -1.7365  1.4441
N  -1.7558  0.1457  0.7343
N  0.3682  -0.7080  0.9322
O  -2.3402  1.8793  -0.6362
O  1.9710  -0.1431  -0.4955
O  -1.3754  -1.3448  2.3556
F  -0.7071  -0.5321  -1.8650
H  1.3507  1.1369  -2.2437
H  0.6603  2.5242  -1.1491
H  -0.0335  2.0447  -2.8185
H  0.7307  -2.5065  2.0634
H  2.0024  -2.2004  0.5808
H  1.9139  -1.2442  2.0703
H  -2.7107  0.2229  1.0562

***

No. 4
An isolated molecule of C6H7IN4. Source: the OMol25 dataset; level of theory: ωB97M-V/def2-TZVPD.

The energy relative to the best compared isomer or geometry (same formula, charge and spin) comes out at 70.50 kcal per mole. As for the LUMO energy: 0.01625 Ha. For the gap between HOMO and LUMO, the calculation gives 7.78 eV.

Cartesian coordinates (Å):
C  -1.1309  -1.7609  -0.1335
C  -1.5707  -0.4512  -0.1007
C  1.7399  0.1442  0.0118
C  1.1757  1.6974  0.0768
C  -1.8668  -2.9613  0.1024
C  1.9353  2.9547  -0.0209
N  0.1943  -1.8117  -0.1361
N  -0.1058  1.5509  -0.1324
N  0.6045  -0.5651  -0.0751
N  -0.4555  0.3039  -0.0736
I  -3.4543  0.4197  -0.0008
H  2.7000  -0.1717  0.1058
H  -2.2834  -2.7858  1.0819
H  -2.6347  -2.9806  -0.7372
H  -1.0517  -3.6129  0.1463
H  1.2938  3.7200  -0.6349
H  3.0254  2.7682  -0.3882
H  1.8850  3.5423  0.9085

***

No. 5
An isolated molecule of C6H7IO2. Source: the OMol25 dataset; level of theory: ωB97M-V/def2-TZVPD.

As for the structure (SMILES): C[C@H](O)c1occc1I. The energy relative to the best compared isomer or geometry (same formula, charge and spin) comes out at 31.07 kcal per mole. As for the LUMO energy: 0.01553 Ha. For the gap between HOMO and LUMO, the calculation gives 8.77 eV.

Cartesian coordinates (Å):
C  0.2571  2.1754  1.0887
C  -0.9028  1.5761  1.4078
C  1.0564  1.1732  0.4146
C  0.1341  0.0079  0.2953
C  -0.5674  -1.0502  -1.6434
C  0.2648  -1.2709  -0.3562
O  -0.9611  0.3118  0.9701
O  -0.2239  -2.3413  0.4187
I  3.0483  1.1446  -0.3120
H  0.5264  3.2950  1.0077
H  -1.8386  2.0158  1.9095
H  -1.6454  -0.9720  -1.1908
H  -0.6071  -1.8895  -2.4074
H  -0.0822  -0.1851  -2.1964
H  1.3404  -1.6182  -0.6668
H  0.2010  -2.3725  1.2605

***

No. 6
An isolated molecule of C6H7IS. Source: the OMol25 dataset; level of theory: ωB97M-V/def2-TZVPD.

The spin multiplicity is 3. The expectation value of S² is 2.015. As for the LUMO energy (spin up / spin down): 0.01765 / -0.09558 Ha. For the gap between HOMO and LUMO (spin up / spin down), the calculation gives 6.27 / 6.90 eV.

Cartesian coordinates (Å):
C  1.1482  1.2677  0.6243
C  -0.1207  1.3046  0.9743
C  1.4710  0.0143  -0.2061
C  -1.0689  0.2195  0.6661
C  0.7944  -1.1522  0.4159
C  -0.6816  -1.0147  0.3154
S  -1.7046  -2.4145  -0.0197
I  3.6126  -0.2582  -0.1907
H  1.8909  1.8953  0.8486
H  -0.6746  1.9992  1.5918
H  1.1569  0.2384  -1.3224
H  -2.0893  0.5074  0.6113
H  1.0095  -2.2035  -0.0673
H  1.1092  -1.2285  1.4639
H  -2.3024  -1.9448  -1.1383

***

No. 7
A structure of composition C6H7IrLiO7. Source: the OMol25 dataset; level of theory: ωB97M-V/def2-TZVPD.

The spin multiplicity is 5. The expectation value of S² is 6.013. As for the LUMO energy (spin up / spin down): -0.55915 / -0.64389 Ha. For the gap between HOMO and LUMO (spin up / spin down), the calculation gives 7.11 / 4.80 eV. The net charge is +3.

Cartesian coordinates (Å):
O  -1.5368  1.5002  -0.6281
C  -2.3766  2.4738  0.0507
C  -1.6028  1.6699  1.0072
O  1.2028  1.7737  0.6097
C  1.9320  0.7332  0.4273
O  1.2030  0.0149  -0.5918
O  2.7605  0.1701  1.0757
Li  -2.7081  -0.0114  -1.3778
Ir  0.3605  1.8206  -1.2341
H  -3.4388  2.2347  -0.0514
H  -2.0901  3.5153  -0.1051
H  -2.0573  0.7572  1.3969
H  -1.0679  2.2578  1.7526
O  -1.2146  -1.7016  -0.8733
C  -0.9629  -1.8407  0.4530
C  0.0346  -1.8522  -1.5823
O  -1.7911  -1.8995  1.3043
O  0.3555  -1.7542  0.6626
C  1.0266  -1.3759  -0.5304
H  0.0064  -1.2498  -2.4936
H  0.1752  -2.9017  -1.8581
H  2.0271  -1.8166  -0.5090

***

No. 8
A structure of composition C6H7LiO6Tm. Source: the OMol25 dataset; level of theory: ωB97M-V/def2-TZVPD.

The spin multiplicity is 3. The expectation value of S² is 2.007. As for the LUMO energy (spin up / spin down): -0.40479 / -0.55991 Ha. For the gap between HOMO and LUMO (spin up / spin down), the calculation gives 7.75 / 3.46 eV. The net charge is +3.

Cartesian coordinates (Å):
O  -3.6803  -2.3577  -1.4641
C  -2.9110  -1.7536  -0.7020
O  -3.1028  -1.7576  0.5527
O  -1.8731  -1.0736  -1.2483
C  -1.2628  -0.1651  -0.4772
C  -1.1213  1.1326  -1.0335
Tm  -5.4206  -3.0593  0.1823
H  -1.1591  1.9859  -0.3454
H  -1.6906  1.2677  -1.9600
Li  -1.9493  -0.6742  1.6788
C  0.5656  0.6419  -0.9856
C  1.2029  0.7114  0.3899
O  2.6195  0.7470  0.2172
C  3.3628  0.6070  1.3024
O  2.9626  0.6165  2.4414
O  4.6029  0.3225  0.9263
H  0.9974  1.4252  -1.6235
H  0.8931  -0.2591  -1.5233
H  0.9410  -0.1465  1.0229
H  0.8667  1.5989  0.9429
H  5.1563  0.1902  1.7064

***

No. 9
A structure of composition C6H7N. Source: the OMol25 dataset; level of theory: ωB97M-V/def2-TZVPD.

The energy relative to the best compared isomer or geometry (same formula, charge and spin) comes out at 110.61 kcal per mole. As for the LUMO energy: 0.01370 Ha. For the gap between HOMO and LUMO, the calculation gives 9.36 eV.

Cartesian coordinates (Å):
N  -1.0815  2.8078  -1.4753
C  -0.7428  1.9881  -0.7315
C  -0.3209  0.9291  0.1832
C  0.9449  0.1485  -0.2273
C  0.9538  -1.2749  1.2453
C  0.1271  -1.2209  0.0770
C  -1.1556  -0.3766  0.1631
H  -0.2151  1.3309  1.1933
H  1.1569  0.1569  -1.2988
H  1.8619  0.3865  0.3208
H  1.8220  -1.9085  0.9721
H  0.1891  -1.9640  -0.7254
H  -1.7635  -0.4556  -0.7411
H  -1.7763  -0.5473  1.0446

***

No. 10
An isolated molecule of C6H7N. Source: the OMol25 dataset; level of theory: ωB97M-V/def2-TZVPD.

The energy relative to the best compared isomer or geometry (same formula, charge and spin) comes out at 51.84 kcal per mole. As for the LUMO energy: 0.03292 Ha. For the gap between HOMO and LUMO, the calculation gives 10.51 eV.

Cartesian coordinates (Å):
N  -0.4313  1.9984  -0.5387
C  -0.4706  1.9226  -1.7232
C  -0.1809  0.9419  0.4284
C  1.2111  0.2621  0.1898
C  0.9084  -1.1439  -0.2805
C  -0.3897  -1.4171  -0.2312
C  -1.1986  -0.2428  0.2764
H  -0.2385  1.3756  1.4258
H  1.8573  0.8027  -0.5116
H  1.7425  0.2241  1.1442
H  1.6845  -1.8465  -0.5858
H  -0.8362  -2.3783  -0.4884
H  -2.0559  -0.0226  -0.3706
H  -1.6021  -0.4762  1.2654

***

No. 11
An isolated molecule of C6H7N. Source: the OMol25 dataset; level of theory: ωB97M-V/def2-TZVPD.

The energy relative to the best compared isomer or geometry (same formula, charge and spin) comes out at 112.39 kcal per mole. As for the LUMO energy: 0.03339 Ha. For the gap between HOMO and LUMO, the calculation gives 10.83 eV.

Cartesian coordinates (Å):
C  2.1137  -0.3094  0.2807
C  -2.7087  -0.0984  0.0776
C  -3.8304  -0.0004  0.4089
C  1.0000  0.7147  0.2238
C  -1.2671  -0.6065  -0.4088
C  0.2484  -0.5008  0.0164
N  1.1168  -1.3918  0.1844
H  2.7902  -0.2761  -0.5964
H  2.6537  -0.4156  1.2749
H  -4.8731  0.2655  0.6812
H  0.6669  1.1868  1.1011
H  0.9987  1.3958  -0.6174
H  -1.5557  -1.7307  -0.2650
H  -1.1926  -0.2854  -1.4902

***

No. 12
An isolated molecule of C6H7N. Source: the OMol25 dataset; level of theory: ωB97M-V/def2-TZVPD.

As for the structure (SMILES): N#CC1CC=CC1. The energy relative to the best compared isomer or geometry (same formula, charge and spin) comes out at 21.97 kcal per mole. As for the LUMO energy: 0.03422 Ha. For the gap between HOMO and LUMO, the calculation gives 10.77 eV.

Cartesian coordinates (Å):
N  -0.6192  3.2471  -0.0857
C  -0.4042  2.1379  0.1629
C  -0.1238  0.7338  0.4726
C  1.1581  0.1858  -0.1828
C  0.9293  -1.3045  -0.0506
C  -0.3778  -1.5584  0.0058
C  -1.1574  -0.2638  -0.0836
H  -0.0563  0.6247  1.5630
H  1.1085  0.4555  -1.2495
H  2.0910  0.5765  0.2282
H  1.7286  -2.0380  -0.0777
H  -0.8444  -2.5378  0.0344
H  -1.3010  -0.0137  -1.1466
H  -2.1312  -0.2451  0.4095

***

No. 13
A structure of composition C6H7N. Source: the OMol25 dataset; level of theory: ωB97M-V/def2-TZVPD.

The energy relative to the best compared isomer or geometry (same formula, charge and spin) comes out at 146.57 kcal per mole. As for the LUMO energy (spin up / spin down): 0.02123 / 0.00696 Ha. For the gap between HOMO and LUMO (spin up / spin down), the calculation gives 7.95 / 7.10 eV.

Cartesian coordinates (Å):
C  1.6228  -0.9168  0.0952
C  1.9281  0.2230  -0.7292
C  -1.1123  0.3660  -0.0953
C  0.8928  -0.2235  1.0434
C  1.0193  1.0352  0.1534
C  -2.4194  -0.2435  -0.2053
N  -0.3311  1.2652  -0.3301
H  2.0818  -1.8414  0.0641
H  2.0282  0.1439  -1.7718
H  0.9798  -0.3046  2.0945
H  1.4679  2.0297  0.6063
H  -2.2729  -1.0984  -0.8940
H  -3.1654  0.3063  -0.7068
H  -2.7197  -0.7410  0.6757

***

No. 14
A cluster of 2 separate species, C6H7N in total. Source: the OMol25 dataset; level of theory: ωB97M-V/def2-TZVPD.

The energy relative to the best compared isomer or geometry (same formula, charge and spin) comes out at 183.98 kcal per mole. As for the LUMO energy (spin up / spin down): -0.08426 / -0.11910 Ha. For the gap between HOMO and LUMO (spin up / spin down), the calculation gives 7.99 / 5.36 eV.

Cartesian coordinates (Å):
C  -0.7716  0.4925  -3.8473
C  0.5810  0.0699  -0.9455
C  1.6048  0.8928  -1.1509
C  -0.2842  -0.9408  -1.1628
C  -0.7328  0.0798  -0.1289
C  -0.7938  -0.4137  1.3227
N  -0.8026  1.1771  -4.7658
H  1.9039  1.7999  -0.5201
H  2.3034  0.6294  -1.9838
H  -0.4273  -2.0971  -1.2993
H  -1.4071  0.9219  -0.5398
H  -1.2554  -1.4059  1.2515
H  -1.4979  0.0998  1.8767
H  0.1271  -0.3533  1.9252

***

No. 15
A cluster of 2 separate species, C6H7N in total. Source: the OMol25 dataset; level of theory: ωB97M-V/def2-TZVPD.

As for the structure (SMILES): N#CC1C=CC=C1.[H][H]. The energy relative to the best compared isomer or geometry (same formula, charge and spin) comes out at 54.77 kcal per mole. As for the LUMO energy: 0.02353 Ha. For the gap between HOMO and LUMO, the calculation gives 10.01 eV.

Cartesian coordinates (Å):
N  0.0657  3.1393  -0.0595
C  0.1123  2.0752  0.3915
C  0.1692  0.7295  0.9756
C  1.4836  0.0209  0.7293
C  1.2378  -1.1607  0.1481
C  -0.2109  -1.3126  -0.0657
C  -0.8479  -0.2237  0.3865
H  -0.0003  0.8304  2.0584
H  -1.6164  -0.1673  -2.4409
H  2.4422  0.4386  1.0124
H  1.9797  -1.9026  -0.1271
H  -0.6777  -2.1793  -0.5217
H  -2.2260  -0.2702  -2.8542
H  -1.9113  -0.0175  0.3675

***

no.,E_tot (Eh)
1,-1144.2541
2,-332.4503
3,-667.9486
4,-749.3951
5,-680.9188
6,-928.5256
7,-869.8775
8,-1775.8045
9,-287.4110
10,-287.5046
11,-287.4081
12,-287.5522
13,-287.3537
14,-287.2940
15,-287.4999